Density functional theory data (ωB97M-V/def2-TZVPD) for C27H18BrCsN4O5 as an isolated structure.

Output
Total charge   -2
Lowest unoccupied orbital energy   0.1357 Ha
Max |F|   4.84 eV Å⁻¹
Energy relative to the best compared isomer or geometry (same formula, charge and spin)   6.5 kcal/mol

Geometry (Å):
Cs 0.9591 -1.0265 -0.2818
Br -3.2669 1.4205 6.8071
C -2.5232 0.7833 5.2000
C -2.5204 -0.6076 4.9514
C -2.0316 -1.1041 3.7308
C -1.5005 -0.2185 2.6619
O -1.1291 -0.6994 1.5663
C -1.5782 1.2273 2.9427
C -1.2461 2.2425 1.9910
N -0.8648 1.9951 0.7669
C -1.0261 3.0427 -0.1062
C -1.8096 4.2030 0.1730
C -1.7340 5.3582 -0.6194
C -1.0602 5.3584 -1.8341
C -0.3596 4.1840 -2.2366
C 0.3652 4.1246 -3.4611
C 1.0506 2.9828 -3.7965
C 0.9847 1.8765 -2.9351
N 0.3204 1.8918 -1.7851
C -0.3068 3.0125 -1.3956
C -2.0584 1.6603 4.2014
H -2.8803 -1.2730 5.7197
H -2.0361 -2.1684 3.5105
H -1.2917 3.2808 2.3985
H -2.4417 4.2161 1.0544
H -2.2445 6.2419 -0.2612
H -1.0554 6.2257 -2.4516
H 0.3530 5.0299 -4.0592
H 1.6268 2.9015 -4.7342
H 1.4270 0.9037 -3.1747
H -2.0746 2.7200 4.4150
O -1.7507 -7.1227 -0.3429
C -2.7522 -6.3228 -0.6151
O -3.9242 -6.6818 -0.6437
C -2.5478 -4.8827 -0.8903
C -3.5671 -3.9265 -0.8750
N -2.9854 -2.6882 -1.0669
N -1.6235 -2.8017 -1.1885
C -1.3049 -4.1178 -1.1068
C 0.0782 -4.5980 -1.3592
O 0.3919 -5.7510 -0.9398
O 0.8131 -3.8019 -1.9722
H -0.7932 -6.7200 -0.4922
H -4.6346 -4.1309 -0.7489
H -3.3583 -1.7254 -1.0650
C 6.5875 -0.3972 -0.6364
C 5.7998 0.1223 -1.6751
C 4.4267 0.1311 -1.4748
C 3.9327 -0.4311 -0.3471
C 4.6200 -0.9475 0.6723
C 6.0382 -0.9829 0.5037
H 7.6697 -0.3942 -0.7627
H 6.2237 0.5595 -2.5677
H 3.7785 0.5525 -2.2353
H 4.1607 -1.3552 1.5938
H 6.6739 -1.3712 1.2776

***

Density functional theory data (ωB97M-V/def2-TZVPD) for C27H18ClN8OS3V as an isolated structure.

Output
Spin multiplicity   3
Lowest unoccupied orbital energy (alpha / beta)   -0.0429 / -0.0428 Ha
Max |F|   0.75 eV Å⁻¹
Energy relative to the best compared isomer or geometry (same formula, charge and spin)   0.0 kcal/mol
<S²>   2.02

Geometry (Å):
V -0.2630 -0.1642 -0.0512
Cl -5.1505 0.5946 5.4105
C -3.8372 0.3389 4.3011
C -2.5576 0.0803 4.8026
C -1.4914 -0.1108 3.9556
C -1.6743 -0.0373 2.5607
O -0.6680 -0.1781 1.7602
C -2.9816 0.1856 2.0627
C -3.2645 0.1858 0.6539
N -2.4160 0.0082 -0.3064
C -2.9011 -0.0150 -1.6520
C -4.2184 -0.0004 -2.0390
C -4.5647 -0.0734 -3.4038
C -3.6025 -0.1766 -4.3669
C -2.2368 -0.1974 -4.0035
C -1.1888 -0.3347 -4.9478
C 0.1020 -0.3533 -4.5145
C 0.3585 -0.2238 -3.1330
N -0.5899 -0.0971 -2.2386
C -1.8883 -0.0962 -2.6459
C -4.0561 0.3801 2.9461
H -2.4171 0.0243 5.8734
H -0.5034 -0.3219 4.3399
H -4.3156 0.3453 0.4200
H -5.0191 0.0488 -1.3185
H -5.6100 -0.0643 -3.6759
H -3.8687 -0.2549 -5.4120
H -1.4311 -0.4327 -5.9985
H 0.9346 -0.4666 -5.1932
H 1.3734 -0.2167 -2.7482
H -5.0524 0.5524 2.5620
S 2.0979 -0.0861 -0.2026
C 2.5656 -1.7636 -0.4806
C 3.9080 -2.0510 -0.6966
C 4.3387 -3.3452 -0.9467
C 5.7300 -3.5914 -1.1704
N 6.8463 -3.7843 -1.3597
C 3.3942 -4.3812 -0.9841
C 2.0555 -4.0979 -0.7720
C 1.6126 -2.7979 -0.5160
S -0.0920 -2.5418 -0.2366
C 3.7908 -5.7337 -1.2421
N 4.0873 -6.8240 -1.4472
H 4.6336 -1.2490 -0.6715
H 1.3334 -4.9016 -0.8017
C 3.4063 4.0039 3.2272
C 2.4185 4.0310 2.1256
N 2.1824 5.0411 1.3453
N 1.2274 4.5913 0.4958
C 0.8498 3.3241 0.7299
S -0.2719 2.4671 -0.1958
N 1.6214 2.9648 1.7945
N 1.4982 1.7654 2.4921
H 3.9504 4.9441 3.2259
H 4.1134 3.1847 3.0919
H 2.9188 3.8871 4.1962
H 0.8851 5.1722 -0.2493
H 2.0466 1.8474 3.3393
H 1.8510 0.9957 1.9094

***

Density functional theory data (ωB97M-V/def2-TZVPD) for C27H18F5MnN6Se2 as an isolated structure.

Output
Spin multiplicity   2
Total charge   -1
Lowest unoccupied orbital energy (alpha / beta)   0.0938 / 0.0938 Ha
Max |F|   2.04 eV Å⁻¹
<S²>   0.80

Geometry (Å):
Mn -0.8016 -0.1469 -2.2344
C -1.9197 4.3481 3.4869
C -1.4782 3.2410 2.5762
C -1.2950 1.9433 3.0446
C -0.9421 0.9285 2.1925
C -0.7668 1.1209 0.8014
N -0.5362 0.0780 -0.0284
C -0.0005 -1.0703 0.5163
C 1.1959 -1.0278 1.2553
C 1.7554 -2.1530 1.8096
C 1.1595 -3.4036 1.6568
C 1.7685 -4.6178 2.2915
C -0.0074 -3.4738 0.9154
C -0.5982 -2.3407 0.3694
N -1.8497 -2.4677 -0.2570
C -2.8448 -3.2916 0.1333
C -3.9173 -3.0589 -0.6946
C -3.4818 -2.0612 -1.5665
N -2.2349 -1.7100 -1.2874
C -0.9247 2.4541 0.3460
C -1.2702 3.4703 1.2269
N -0.7008 2.8116 -0.9955
C -0.1860 3.9881 -1.4100
C -0.1504 3.9613 -2.7860
C -0.6564 2.7117 -3.1338
N -0.9877 2.0270 -2.0413
H -1.6347 4.1406 4.5163
H -3.0060 4.4437 3.4537
H -1.4873 5.3012 3.1859
H -1.4399 1.7313 4.0962
H -0.8215 -0.0687 2.5877
H 1.6707 -0.0658 1.3894
H 2.6809 -2.0650 2.3614
H 2.0430 -4.3981 3.3229
H 2.6674 -4.9168 1.7522
H 1.0682 -5.4497 2.2855
H -0.4892 -4.4289 0.7582
H -2.7414 -3.9590 0.9647
H -4.8793 -3.5258 -0.6578
H -4.0188 -1.6042 -2.3748
H -1.3974 4.4715 0.8373
H 0.1420 4.7410 -0.7223
H 0.2104 4.7218 -3.4460
H -0.7929 2.2903 -4.1154
F 5.2602 0.4860 0.9965
C 4.3583 0.0398 0.1018
C 3.4896 0.9313 -0.5256
F 3.5744 2.2461 -0.2492
C 2.5508 0.4496 -1.4161
F 1.6584 1.2937 -1.9796
C 2.4343 -0.9108 -1.7311
Se 1.1587 -1.5005 -2.9600
C 3.3303 -1.7760 -1.0933
F 3.2489 -3.0908 -1.3380
C 4.2738 -1.3200 -0.1921
F 5.1079 -2.1847 0.4169
Se -2.3760 -0.3709 -4.2237
C -2.1360 0.7007 -5.6336
N -2.0380 1.3872 -6.5575

***

Density functional theory data (ωB97M-V/def2-TZVPD) for C27H19ClIN4O2Tc as an isolated structure.

Output
Spin multiplicity   4
Total charge   +3
Lowest unoccupied orbital energy (alpha / beta)   -0.3424 / -0.4281 Ha
Max |F|   0.74 eV Å⁻¹
<S²>   3.78

Geometry (Å):
Tc 0.6333 0.3805 -0.5073
C -2.9538 -0.8992 -2.6928
C -3.8347 0.1067 -2.3308
C -3.4708 1.0119 -1.3386
C -2.2361 0.8911 -0.7447
N -1.3540 -0.0712 -1.1325
C -1.7155 -0.9484 -2.0781
C -1.8055 1.6354 0.4682
C -2.5939 2.3938 1.3097
C -2.1044 2.6910 2.5789
C -0.9170 2.1181 3.0287
C -0.1791 1.3737 2.1326
N -0.5693 1.2889 0.8538
C 0.8710 0.3682 2.4255
C 1.4404 0.1592 3.6564
C 2.2079 -0.9881 3.8607
C 2.3620 -1.8928 2.8285
C 1.8041 -1.5995 1.5949
N 1.0900 -0.4891 1.3834
H -3.2183 -1.6396 -3.4359
H -4.8081 0.1769 -2.8002
H -4.1598 1.7829 -1.0200
H -0.9927 -1.7144 -2.3293
H -3.5890 2.7015 1.0187
H -2.7026 3.2855 3.2569
H -0.6187 2.2061 4.0642
H 1.2659 0.8588 4.4640
H 2.6554 -1.1770 4.8285
H 2.9168 -2.8110 2.9610
H 1.9305 -2.2630 0.7504
Cl 1.8640 1.8901 -7.5947
C 1.4459 1.8428 -5.9826
C 0.7584 2.9390 -5.3932
C 0.4174 2.8927 -4.0833
C 0.7464 1.7480 -3.2648
O 0.4080 1.7662 -2.0446
C 1.4523 0.6386 -3.8822
C 1.8054 -0.5624 -3.1447
O 1.5969 -0.7220 -1.9435
C 1.7790 0.7008 -5.2093
H 0.5171 3.8006 -6.0020
H -0.1034 3.7147 -3.6088
H 2.2776 -1.3832 -3.6931
H 2.3026 -0.1242 -5.6814
I 4.4897 -0.6456 -0.4752
C 3.7355 1.1934 0.1658
C 4.6647 2.0507 0.7362
C 4.2874 3.3381 1.0769
C 2.9872 3.7441 0.8136
C 2.1185 2.8328 0.2650
N 2.4573 1.5562 -0.0397
H 5.6803 1.7143 0.8877
H 5.0046 4.0167 1.5213
H 2.6532 4.7499 1.0259
H 1.0981 3.1172 0.0455

***

Density functional theory data (ωB97M-V/def2-TZVPD) for C27H19HfN2O10S7 as an isolated structure.

Output
Total charge   -1
Lowest unoccupied orbital energy   0.0137 Ha
Max |F|   3.97 eV Å⁻¹
Energy relative to the best compared isomer or geometry (same formula, charge and spin)   65.7 kcal/mol

Geometry (Å):
Hf -0.7397 -0.1472 1.7002
O -2.5659 5.1271 4.5251
C -2.3058 3.9705 3.8484
C -2.8259 2.7496 4.2895
C -2.4527 1.6723 3.4921
N -1.5365 1.7260 2.5724
C -1.1677 2.8888 1.9900
C -1.4864 4.0678 2.6707
C -0.4724 2.7378 0.6592
O -0.0955 3.7714 0.0819
O -0.3576 1.4600 0.3503
C -2.9383 0.1746 3.6401
O -3.9462 -0.0623 4.2846
O -2.2111 -0.7330 3.0427
H -3.1363 4.9738 5.3048
H -3.4063 2.7344 5.2164
H -1.1445 5.0143 2.2985
C -5.9291 -0.4045 -3.8451
O -6.0535 -1.0692 -2.5085
C -4.7777 -1.4145 -2.0113
C -4.1421 -2.6157 -2.3421
C -3.1015 -3.0688 -1.5819
C -2.3499 -2.3053 -0.6053
C -1.1635 -2.7240 0.0378
C -0.4008 -3.9642 -0.3453
O -0.5364 -2.0173 0.9807
C -2.9166 -0.9530 -0.3974
O -2.3392 -0.0300 0.3760
C -4.0680 -0.5395 -1.2061
H -6.8956 -0.5690 -4.2775
H -5.1966 -0.9816 -4.3947
H -5.7431 0.6541 -3.8600
H -4.5989 -3.3113 -3.0958
H -2.6990 -4.0041 -1.7911
H -0.2599 -4.6587 0.5136
H 0.6028 -3.5517 -0.7031
H -0.8358 -4.4021 -1.2410
H -4.4476 0.4761 -1.1359
C 3.1421 3.7626 -1.9036
S 4.4261 3.8876 -3.2008
C 4.1266 2.5616 -4.2530
C 2.9199 1.9814 -4.7594
S 1.3776 2.4955 -4.4451
S 3.3041 0.8900 -6.0819
C 4.8950 0.3902 -5.6907
S 5.7203 -0.9158 -6.3030
S 5.5232 1.5824 -4.5738
H 3.0242 2.7536 -1.4277
H 2.1908 3.8761 -2.3716
H 3.4115 4.5660 -1.2248
O 2.8024 1.0770 2.8767
S 2.1042 -0.1270 2.5716
O 0.8435 -0.3715 3.3591
N 1.5972 -0.2879 1.0507
C 2.3040 -1.1513 0.2539
S 2.0103 -1.1757 -1.3996
C 3.2772 -1.9050 1.0456
C 4.3820 -2.6355 0.6111
C 5.2955 -3.1271 1.5790
C 4.9781 -2.9578 2.9274
C 3.9613 -2.1394 3.4020
C 3.2282 -1.5189 2.4114
H 4.4916 -2.9066 -0.4517
H 6.1894 -3.7235 1.3285
H 5.3854 -3.5703 3.6882
H 3.7289 -1.9824 4.4484

***

Density functional theory data (ωB97M-V/def2-TZVPD) for C27H20Cl5CrIN5O2S as an isolated structure.

Output
Spin multiplicity   5
Total charge   +1
Lowest unoccupied orbital energy (alpha / beta)   -0.0898 / -0.0923 Ha
Max |F|   0.40 eV Å⁻¹
Energy relative to the best compared isomer or geometry (same formula, charge and spin)   0.6 kcal/mol
<S²>   6.01

Geometry (Å):
Cr -0.0026 -0.3064 -0.1221
Cl 4.6083 5.0528 0.3170
C 3.2145 4.0583 0.1975
C 3.3405 2.7100 -0.1088
Cl 4.8837 2.0031 -0.3701
C 2.1953 1.9327 -0.1991
Cl 2.3519 0.2227 -0.6110
C 0.8953 2.4145 -0.0087
O -0.1664 1.6586 -0.1069
C 0.8099 3.7838 0.3132
Cl -0.7580 4.4395 0.6006
C 1.9384 4.5852 0.4116
Cl 1.7664 6.2464 0.8076
N -2.0576 -0.6125 -0.3681
S -3.0596 0.2542 0.5613
C -4.3599 -0.8292 1.1295
C -3.9979 -2.1063 1.5407
C -4.9542 -2.9304 2.1138
C -6.2521 -2.4744 2.2881
C -6.5954 -1.1871 1.9048
C -5.6483 -0.3508 1.3302
C -3.9253 1.3838 -0.4748
C -4.6709 0.9426 -1.5662
C -5.2761 1.8813 -2.3794
C -5.1412 3.2387 -2.0970
C -4.4005 3.6632 -1.0074
C -3.7784 2.7301 -0.1867
H -2.4458 -0.6920 -1.3051
H -2.9769 -2.4408 1.4375
H -4.6811 -3.9256 2.4370
H -6.9948 -3.1196 2.7365
H -7.6041 -0.8279 2.0518
H -5.9201 0.6539 1.0413
H -4.7903 -0.1151 -1.7655
H -5.8602 1.5609 -3.2307
H -5.6209 3.9669 -2.7360
H -4.2966 4.7183 -0.7956
H -3.1795 3.0410 0.6560
I 2.2194 -6.1624 -0.3517
C 0.9904 -4.5294 -0.3463
C -0.3885 -4.5120 -0.4405
N -0.7683 -3.2272 -0.3919
N 0.2819 -2.4001 -0.2810
C 1.3581 -3.1822 -0.2473
H -1.1026 -5.3104 -0.5353
H -1.6891 -2.8072 -0.3964
H 2.3448 -2.7561 -0.1677
N 0.9728 -0.6148 7.2356
C 0.0755 0.0589 6.4793
O -0.8407 0.7029 6.9414
C 0.2530 -0.0301 4.9792
C 0.9142 -1.0664 4.3345
C 0.9630 -1.0630 2.9512
N 0.4178 -0.0985 2.2072
C -0.2002 0.9081 2.8354
C -0.3159 0.9749 4.2117
H 0.8958 -0.5226 8.2350
H 1.8204 -0.9921 6.8546
H 1.3571 -1.8914 4.8748
H 1.4572 -1.8663 2.4184
H -0.6088 1.6798 2.1948
H -0.8436 1.7863 4.6916

***

Density functional theory data (ωB97M-V/def2-TZVPD) for C27H20CrN6OS2 as an isolated structure.

Output
Spin multiplicity   4
Total charge   +1
Lowest unoccupied orbital energy (alpha / beta)   -0.1123 / -0.1125 Ha
Max |F|   0.33 eV Å⁻¹
<S²>   3.79

Geometry (Å):
Cr -0.6360 0.4131 -0.1066
C -0.7430 -0.8666 4.0460
C -1.0942 -0.2675 2.8251
N -0.2425 -0.1518 1.8314
C 1.0259 -0.6380 1.9654
C 1.4555 -1.2600 3.1469
C 0.5212 -1.3590 4.2004
C 2.7925 -1.7231 3.2263
C 3.6222 -1.5349 2.1594
C 3.1917 -0.8999 0.9731
C 1.8983 -0.4400 0.8484
N 1.3232 0.2470 -0.2020
C 1.9527 1.3334 -0.8002
C 3.2022 1.3957 -1.3647
C 3.6988 2.6149 -1.8831
C 2.9629 3.7619 -1.8510
C 1.6645 3.7396 -1.2820
C 0.8346 4.8768 -1.1673
C -0.3904 4.7685 -0.5741
C -0.8142 3.5112 -0.1100
N -0.0656 2.4364 -0.2020
C 1.1734 2.5296 -0.7722
H -1.4749 -0.9219 4.8388
H -2.0927 0.1175 2.6659
H 0.8223 -1.8198 5.1334
H 3.1410 -2.2008 4.1316
H 4.6476 -1.8767 2.2157
H 3.8942 -0.7827 0.1636
H 3.8119 0.5089 -1.4426
H 4.6894 2.6267 -2.3175
H 3.3524 4.6883 -2.2501
H 1.1839 5.8286 -1.5463
H -1.0436 5.6208 -0.4615
H -1.7935 3.3795 0.3339
O -1.0380 0.6934 -2.0244
N -2.3080 0.8378 -2.4204
C -2.4967 0.9083 -3.7565
C -3.7493 1.0726 -4.2757
C -4.8315 1.1615 -3.3956
C -4.6131 1.0848 -2.0441
C -3.3190 0.9190 -1.5266
S -2.9884 0.8220 0.1609
H -1.5883 0.8274 -4.3319
H -3.8755 1.1283 -5.3457
H -5.8357 1.2897 -3.7741
H -5.4263 1.1484 -1.3363
S -0.9759 -1.9349 -0.9261
C -0.6661 -3.2216 0.1191
N -0.4472 -4.4424 -0.4688
C -0.2227 -5.5768 0.2218
C -0.1853 -5.5193 1.5798
C -0.3825 -4.2450 2.1449
N -0.6191 -3.1511 1.4635
H -0.4617 -4.4603 -1.4804
H -0.0797 -6.4761 -0.3593
H -0.0085 -6.3951 2.1807
H -0.3530 -4.1264 3.2231

***

Density functional theory data (ωB97M-V/def2-TZVPD) for C27H20N3O4PtS3 as an isolated structure.

Output
Total charge   +1
Lowest unoccupied orbital energy   -0.1554 Ha
Max |F|   0.47 eV Å⁻¹
Energy relative to the best compared isomer or geometry (same formula, charge and spin)   0.0 kcal/mol

Geometry (Å):
Pt 0.5694 -0.8606 -0.5982
C -3.5573 5.1266 -3.8624
C -2.9670 3.7786 -3.5707
C -3.0252 2.7516 -4.5106
C -2.4996 1.5013 -4.2375
C -1.9087 1.2886 -2.9981
C -1.8375 2.2902 -2.0390
C -2.3664 3.5293 -2.3348
S -1.2352 -0.2747 -2.6771
O -1.7233 -1.2164 -3.6346
O -1.4590 -0.6291 -1.2331
N 0.4313 -0.1817 -2.6681
C 0.8779 -1.4698 -3.0926
C 1.1693 -1.9596 -4.3460
C 1.5173 -3.2995 -4.4301
C 1.5663 -4.1025 -3.2925
C 1.2774 -3.5494 -2.0628
N 0.9433 -2.2594 -2.0076
H -3.8068 5.2357 -4.9159
H -2.8659 5.9225 -3.5857
H -4.4705 5.2726 -3.2825
H -3.4934 2.9316 -5.4696
H -2.5562 0.7017 -4.9623
H -1.3895 2.1100 -1.0754
H -2.3186 4.3153 -1.5915
H 1.1107 -1.3166 -5.2113
H 1.7451 -3.7314 -5.3953
H 1.8279 -5.1479 -3.3599
H 1.3011 -4.0961 -1.1304
C 0.3623 -1.8471 1.0891
C 0.1855 -2.4495 2.1170
C -0.0476 -3.1652 3.3404
C 0.9491 -3.2421 4.3134
C 0.7169 -3.9316 5.4918
C -0.5073 -4.5486 5.7086
C -1.5021 -4.4739 4.7435
C -1.2771 -3.7856 3.5631
H 1.9027 -2.7611 4.1386
H 1.4936 -3.9886 6.2428
H -0.6872 -5.0868 6.6297
H -2.4580 -4.9520 4.9111
H -2.0502 -3.7194 2.8092
O -0.6443 2.9629 0.8202
S -0.1429 1.8870 1.6099
O -0.9983 1.1197 2.4425
N 0.7227 0.8148 0.5812
C 1.9893 0.7461 0.9130
S 2.7407 -0.5674 0.1105
C 2.4361 1.6836 1.9360
C 3.7064 1.9137 2.4344
C 3.8438 2.8647 3.4373
C 2.7400 3.5582 3.9234
C 1.4605 3.3273 3.4232
C 1.3433 2.3804 2.4320
H 4.5645 1.3750 2.0545
H 4.8222 3.0701 3.8487
H 2.8764 4.2903 4.7076
H 0.6022 3.8643 3.8028